DFT (ωB97M-V/def2-TZVPD) results for a structure of composition C18H38N5O4RuS.

```
67
C18H38N5O4RuS ωB97M-V/def2-TZVPD
Ru -0.5481 0.3640 -0.1803
N 0.4602 1.7619 -1.3948
C 1.7868 2.3563 -1.0340
C 1.9619 2.5951 0.4482
C 0.8973 3.4841 1.0946
C 0.1528 2.7342 2.1809
N -0.7038 1.6590 1.6107
H 0.6149 1.2503 -2.2616
H -0.1861 2.5040 -1.6335
H 1.9189 3.2792 -1.6011
H 2.5551 1.6609 -1.3733
H 2.9561 3.0199 0.5930
H 1.9622 1.6239 0.9489
H 0.1810 3.8621 0.3566
H 1.3539 4.3685 1.5382
H -0.4682 3.4117 2.7688
H 0.8687 2.2770 2.8652
H -1.6003 2.0699 1.3640
H -0.9185 1.0211 2.3733
C -2.9128 3.0907 -1.2152
C -3.4980 1.7152 -1.0380
O -2.7118 0.9429 -0.1015
C -3.2954 -0.3490 0.1428
C -2.3408 -1.1212 1.0194
H -3.4998 3.6474 -1.9444
H -1.8928 3.0416 -1.5849
H -2.9239 3.6538 -0.2811
H -3.5405 1.1676 -1.9825
H -4.5094 1.7839 -0.6326
H -3.4526 -0.8543 -0.8109
H -4.2611 -0.2199 0.6357
H -1.3615 -1.3288 0.5254
H -2.7312 -2.1213 1.2086
H -2.1883 -0.6400 1.9831
C 0.5020 -3.3005 3.3235
C 1.0941 -2.1950 4.1945
C 0.5856 -0.9583 3.4813
O 0.6465 -1.2729 2.0699
C 0.6350 -2.7192 1.9212
H -0.5471 -3.4603 3.5769
H 1.0204 -4.2514 3.4225
H 2.1852 -2.2258 4.1714
H 0.7729 -2.2420 5.2326
H 1.1815 -0.0614 3.6547
H -0.4561 -0.7589 3.7609
H 1.5756 -3.0145 1.4489
H -0.1835 -2.9992 1.2581
C -0.3614 -2.7314 -3.1364
S -0.4869 -0.9557 -3.2459
C -1.6856 -0.8424 -4.5580
O -1.2817 -0.5230 -2.0067
H 0.0924 -3.1049 -4.0539
H -1.3562 -3.1484 -2.9875
H 0.2857 -2.9514 -2.2903
H -1.2313 -1.2389 -5.4659
H -1.9243 0.2094 -4.7004
H -2.5756 -1.4089 -4.2889
N 2.9869 -0.7663 0.6487
C 2.5417 -0.9509 -0.5804
O 1.3549 -0.8635 -0.9191
C 3.5659 -1.2995 -1.6288
C 3.1178 -1.4611 -2.9462
N 2.6924 -1.5750 -4.0135
C 4.9103 -1.4621 -1.2864
N 5.9959 -1.5926 -0.9087
H 2.2637 -0.6931 1.3719
H 3.9582 -0.8926 0.8924
```

The energy relative to the best compared isomer or geometry (same formula, charge and spin) comes out at 1.6723 eV. The multiplicity is 2. The charge is +2. The highest occupied orbital energy (alpha / beta) is -14.51 / -14.51 eV. For the total energy, the calculation gives -1775.87365 hartree.

Listed below, in e, are the natural (NBO) charges computed for each atom:
1 Ru 0.886
2 N -0.728
3 C -0.216
4 C -0.412
5 C -0.425
6 C -0.211
7 N -0.789
8 H 0.400
9 H 0.393
10 H 0.220
11 H 0.200
12 H 0.245
13 H 0.196
14 H 0.198
15 H 0.249
16 H 0.216
17 H 0.201
18 H 0.398
19 H 0.391
20 C -0.621
21 C -0.061
22 O -0.542
23 C -0.078
24 C -0.606
25 H 0.259
26 H 0.176
27 H 0.223
28 H 0.194
29 H 0.207
30 H 0.211
31 H 0.212
32 H 0.195
33 H 0.275
34 H 0.222
35 C -0.436
36 C -0.430
37 C -0.072
38 O -0.610
39 C -0.068
40 H 0.216
41 H 0.248
42 H 0.215
43 H 0.248
44 H 0.194
45 H 0.168
46 H 0.181
47 H 0.184
48 C -0.814
49 S 1.266
50 C -0.808
51 O -0.995
52 H 0.270
53 H 0.250
54 H 0.253
55 H 0.267
56 H 0.255
57 H 0.250
58 N -0.766
59 C 0.673
60 O -0.670
61 C -0.158
62 C 0.245
63 N -0.189
64 C 0.186
65 N -0.118
66 H 0.452
67 H 0.434